[1]
{
  "formula": "C7H14N",
  "method": "ωB97M-V/def2-TZVPD",
  "charge": 1,
  "lumo_energy_ev": -5.58,
  "orbital_gap_ev": 6.231,
  "e_homo_ha": -0.4341,
  "de_lowest_kcal_mol": 39.7,
  "spin_multiplicity": 1,
  "symbols": ["C", "C", "C", "N", "H", "H", "H", "H", "H", "H", "C", "C", "C", "C", "H", "H", "H", "H", "H", "H", "H", "H"],
  "coordinates": [[1.369, -1.186, 1.123], [0.469, -1.993, 0.592], [2.312, -0.440, 3.211], [1.406, -1.039, 2.548], [2.144, -0.642, 0.604], [-0.252, -2.500, 1.224], [0.429, -2.174, -0.471], [2.267, -0.454, 4.291], [3.101, 0.094, 2.696], [0.657, -1.520, 3.043], [0.054, 1.427, -2.082], [-1.312, 0.901, -1.708], [-2.057, 0.270, -2.602], [-1.710, 1.117, -0.283], [-0.008, 2.485, -2.334], [0.473, 0.870, -2.918], [0.753, 1.351, -1.245], [-3.057, -0.093, -2.388], [-1.683, 0.049, -3.593], [-2.753, 0.880, -0.084], [-1.491, 2.140, 0.030], [-1.109, 0.457, 0.346]],
  "forces_ev_per_a": [[0.0235, -0.0552, 0.1664], [0.0045, 0.0676, 0.1590], [-0.1672, 0.1387, 0.2204], [0.0931, -0.1795, -0.3867], [-0.0314, 0.0125, -0.0744], [-0.0480, -0.0551, -0.1177], [-0.0194, 0.0699, -0.0723], [-0.0028, 0.0648, 0.0191], [0.0501, -0.0966, -0.0702], [0.0830, 0.0421, 0.1112], [-0.0901, -0.1930, 0.1862], [0.4167, -0.0248, -0.1163], [-0.2619, -0.3852, -0.0843], [-0.0793, 0.0366, 0.0314], [0.0551, 0.0516, -0.0916], [-0.0119, 0.1598, -0.1186], [0.0188, -0.0260, 0.0735], [0.0433, 0.0656, 0.1254], [0.0050, 0.1712, -0.0539], [-0.0610, 0.1050, -0.0867], [-0.1267, 0.0127, 0.0521], [0.1064, 0.0175, 0.1280]]
}

[2]
{
  "formula": "C35H56N2O2PSW",
  "method": "ωB97M-V/def2-TZVPD",
  "charge": 1,
  "lumo_energy_ev": -3.14,
  "orbital_gap_ev": 8.065,
  "e_homo_ha": -0.4117,
  "de_lowest_kcal_mol": 16.2,
  "spin_multiplicity": 1,
  "symbols": ["W", "C", "N", "C", "C", "C", "C", "C", "C", "C", "C", "H", "H", "H", "H", "H", "H", "H", "H", "H", "H", "H", "H", "C", "C", "O", "H", "H", "H", "H", "H", "H", "N", "C", "C", "C", "C", "C", "C", "H", "H", "H", "H", "H", "O", "P", "C", "C", "C", "C", "C", "C", "C", "C", "C", "C", "C", "C", "C", "C", "C", "C", "C", "C", "H", "H", "H", "H", "H", "H", "H", "H", "H", "H", "H", "H", "H", "H", "H", "H", "H", "H", "H", "H", "H", "H", "H", "H", "H", "H", "H", "H", "H", "H", "H", "H", "H", "S"],
  "coordinates": [[-0.984, 2.050, 2.967], [0.813, 2.280, 0.460], [1.107, 2.229, 1.926], [2.086, 1.158, 2.206], [1.655, 3.522, 2.389], [0.574, 4.554, 2.327], [0.831, 5.879, 2.014], [-0.217, 6.787, 1.953], [-1.518, 6.368, 2.195], [-1.772, 5.043, 2.516], [-0.730, 4.113, 2.593], [1.172, 1.366, -0.007], [1.275, 3.157, 0.005], [-0.260, 2.347, 0.256], [3.013, 1.358, 1.658], [1.688, 0.199, 1.879], [2.295, 1.141, 3.272], [2.528, 3.792, 1.786], [1.983, 3.379, 3.422], [1.845, 6.205, 1.812], [-0.019, 7.822, 1.709], [-2.335, 7.076, 2.138], [-2.790, 4.736, 2.723], [-3.226, -1.039, 1.626], [-2.441, 0.072, 0.982], [-1.197, 0.322, 1.732], [-4.148, -1.200, 1.067], [-3.494, -0.774, 2.650], [-2.668, -1.976, 1.624], [-2.995, 1.007, 1.020], [-2.137, -0.142, -0.040], [-0.876, -0.500, 2.132], [-2.683, 2.238, 3.309], [-3.980, 2.431, 3.761], [-4.233, 2.371, 5.132], [-5.523, 2.560, 5.594], [-6.558, 2.804, 4.699], [-6.303, 2.866, 3.335], [-5.015, 2.683, 2.861], [-3.411, 2.183, 5.810], [-5.725, 2.518, 6.656], [-7.565, 2.951, 5.066], [-7.110, 3.063, 2.641], [-4.797, 2.743, 1.802], [0.834, -1.186, 0.333], [1.303, -2.066, -0.801], [0.325, -3.625, -0.883], [-1.068, -3.506, -0.248], [-2.154, -3.032, -1.206], [-2.191, -3.897, -2.462], [-0.833, -3.890, -3.154], [0.273, -4.380, -2.221], [1.324, -1.001, -2.297], [0.015, -0.209, -2.426], [0.239, 1.048, -3.276], [1.220, 0.785, -4.431], [1.199, -0.688, -4.819], [1.763, -1.544, -3.676], [2.981, -2.663, -0.342], [4.018, -1.532, -0.246], [4.781, -1.278, -1.545], [5.390, -2.563, -2.101], [4.333, -3.649, -2.288], [3.591, -3.917, -0.984], [0.915, -4.234, -0.189], [-0.996, -2.851, 0.623], [-1.343, -4.498, 0.123], [-1.974, -1.989, -1.489], [-3.124, -3.062, -0.703], [-2.966, -3.545, -3.145], [-2.456, -4.923, -2.185], [-0.620, -2.873, -3.493], [-0.853, -4.515, -4.049], [1.242, -4.356, -2.725], [0.083, -5.434, -1.992], [2.078, -0.269, -1.969], [-0.354, 0.060, -1.436], [-0.745, -0.838, -2.895], [0.617, 1.859, -2.646], [-0.722, 1.385, -3.672], [2.238, 1.051, -4.129], [0.980, 1.420, -5.285], [1.785, -0.863, -5.722], [0.174, -0.991, -5.055], [2.851, -1.523, -3.739], [1.469, -2.581, -3.817], [2.715, -2.932, 0.690], [4.742, -1.822, 0.523], [3.543, -0.616, 0.114], [5.566, -0.541, -1.360], [4.121, -0.836, -2.294], [6.153, -2.928, -1.404], [5.901, -2.362, -3.044], [4.802, -4.573, -2.632], [3.629, -3.353, -3.069], [4.313, -4.314, -0.262], [2.843, -4.700, -1.117], [-0.109, 1.595, 4.859]],
  "forces_ev_per_a": [[0.1454, 0.0652, 0.7805], [0.0265, -0.0131, -0.0243], [-0.2443, -0.1690, -0.3238], [0.0177, 0.0149, 0.0016], [0.0286, 0.0371, 0.0836], [-0.0231, 0.0404, -0.0641], [-0.0022, 0.0010, -0.0098], [0.0055, 0.0047, 0.0062], [-0.0017, -0.0003, 0.0034], [-0.0063, 0.0178, 0.0839], [0.0525, -0.0672, -0.0021], [-0.0200, -0.0470, -0.0064], [0.0826, -0.0472, -0.0115], [0.0033, 0.0744, 0.0209], [0.0026, -0.0117, -0.0046], [0.0018, -0.0346, -0.0377], [-0.0079, -0.0163, 0.0011], [0.0045, 0.0095, 0.0045], [0.0003, 0.0074, 0.0003], [-0.0014, -0.0014, -0.0047], [-0.0008, -0.0019, -0.0058], [0.0008, -0.0001, 0.0039], [0.0082, 0.0023, -0.0068], [-0.0426, 0.0473, 0.0557], [0.0304, -0.1030, 0.0393], [-0.1256, 0.3071, 0.2354], [0.0105, -0.0020, -0.0083], [0.0009, -0.0055, -0.0082], [-0.0081, 0.0074, 0.0104], [0.0758, 0.0449, -0.0633], [0.0103, -0.0880, 0.0042], [0.3026, -0.1150, -0.4167], [-0.0968, -0.0766, -0.2025], [0.0126, -0.0067, -0.0147], [-0.0064, -0.0037, -0.0043], [0.0020, -0.0020, 0.0039], [0.0012, 0.0028, 0.0011], [-0.0008, -0.0037, -0.0001], [-0.0074, 0.0069, -0.0033], [-0.0001, -0.0020, 0.0001], [0.0002, 0.0000, -0.0010], [0.0002, 0.0000, 0.0003], [0.0010, -0.0011, 0.0003], [0.0005, 0.0048, 0.0032], [-0.2075, -0.1198, 0.0219], [0.1385, 0.1086, 0.0240], [-0.0072, -0.0117, -0.0014], [0.0202, 0.0300, 0.0422], [0.0035, 0.0299, -0.0046], [0.0020, 0.0053, 0.0024], [0.0112, 0.0010, 0.0031], [-0.0158, -0.0027, 0.0039], [0.0212, -0.0179, -0.0053], [-0.0244, 0.0016, -0.0220], [-0.0074, 0.0025, -0.0019], [0.0038, 0.0036, -0.0065], [-0.0030, -0.0040, 0.0022], [-0.0012, 0.0141, 0.0107], [-0.0068, 0.0005, 0.0029], [0.0092, 0.0039, 0.0069], [-0.0059, -0.0036, -0.0008], [-0.0006, 0.0024, 0.0001], [0.0059, 0.0027, 0.0077], [-0.0055, 0.0136, 0.0012], [0.0139, -0.0026, -0.0030], [-0.0051, -0.0298, -0.0195], [0.0017, -0.0123, -0.0148], [0.0096, -0.0246, -0.0080], [0.0044, 0.0130, 0.0096], [0.0030, 0.0007, -0.0028], [-0.0005, 0.0000, -0.0024], [0.0180, 0.0002, -0.0148], [-0.0024, -0.0037, 0.0053], [0.0103, -0.0070, 0.0024], [-0.0053, 0.0019, 0.0005], [0.0023, -0.0032, 0.0144], [-0.0241, 0.0119, 0.0248], [0.0003, 0.0124, 0.0107], [0.0039, -0.0042, 0.0015], [0.0008, 0.0032, 0.0050], [0.0019, 0.0008, -0.0018], [-0.0015, -0.0007, -0.0021], [-0.0030, -0.0062, -0.0013], [0.0018, 0.0056, 0.0041], [0.0051, 0.0033, 0.0001], [-0.0152, -0.0384, -0.0069], [0.0096, -0.0033, 0.0007], [-0.0052, 0.0068, 0.0022], [-0.0117, 0.0080, -0.0042], [0.0022, -0.0036, 0.0028], [0.0029, 0.0033, 0.0043], [0.0024, 0.0000, -0.0014], [-0.0017, 0.0001, -0.0005], [0.0021, -0.0004, 0.0041], [-0.0108, 0.0004, -0.0127], [-0.0083, -0.0035, 0.0028], [-0.0188, -0.0048, -0.0147], [-0.1454, 0.1400, -0.1915]]
}

[3]
{
  "formula": "C24H25ClN2OOsPSe",
  "method": "ωB97M-V/def2-TZVPD",
  "s_squared": 6.055,
  "charge": 3,
  "lumo_energy_ev": [-9.35, -13.58],
  "orbital_gap_ev": [6.748, 3.048],
  "e_homo_ha": [-0.5914, -0.6112],
  "de_lowest_kcal_mol": 0.0,
  "spin_multiplicity": 5,
  "symbols": ["Os", "Cl", "C", "O", "P", "C", "C", "C", "C", "C", "C", "C", "C", "H", "H", "H", "H", "H", "C", "C", "C", "C", "C", "H", "H", "H", "H", "H", "C", "C", "C", "C", "C", "H", "H", "H", "H", "H", "H", "H", "C", "N", "C", "C", "N", "C", "C", "Se", "H", "H", "H", "H", "H", "H", "H", "H"],
  "coordinates": [[0.143, -0.514, 1.179], [0.140, -2.895, 0.897], [0.199, 1.320, 1.366], [0.162, 2.491, 1.507], [-0.085, -0.215, -1.021], [-1.613, -0.537, -1.980], [0.384, 1.392, -1.795], [1.159, -1.337, -1.760], [1.576, 1.567, -2.502], [1.892, 2.816, -3.051], [1.032, 3.901, -2.883], [-0.167, 3.726, -2.183], [-0.491, 2.474, -1.647], [2.273, 0.741, -2.616], [2.825, 2.941, -3.602], [1.291, 4.884, -3.287], [-0.846, 4.568, -2.041], [-1.430, 2.346, -1.104], [-2.573, -1.345, -1.376], [-3.744, -1.690, -2.069], [-3.972, -1.184, -3.354], [-3.022, -0.355, -3.946], [-1.839, -0.032, -3.274], [-2.386, -1.706, -0.358], [-4.470, -2.350, -1.599], [-4.893, -1.445, -3.881], [-3.201, 0.045, -4.946], [-1.113, 0.620, -3.755], [0.941, -2.013, -2.958], [1.941, -2.848, -3.475], [3.141, -3.024, -2.778], [3.342, -2.364, -1.568], [2.349, -1.520, -1.051], [-0.005, -1.911, -3.479], [1.779, -3.366, -4.418], [3.919, -3.688, -3.174], [4.268, -2.506, -1.003], [2.460, -1.052, -0.064], [-3.107, -4.152, 0.883], [-2.400, -4.384, 0.779], [-1.975, 1.867, 5.303], [-0.596, 1.372, 5.194], [0.505, 1.889, 5.867], [1.586, 1.179, 5.477], [1.162, 0.237, 4.544], [2.045, -0.749, 3.927], [-0.191, 0.357, 4.367], [-1.291, -0.482, 3.071], [-2.328, 1.795, 6.341], [-2.618, 1.249, 4.660], [-2.045, 2.918, 4.998], [0.451, 2.706, 6.552], [2.609, 1.270, 5.755], [2.904, -0.248, 3.465], [2.424, -1.426, 4.708], [1.496, -1.333, 3.155]],
  "forces_ev_per_a": [[-0.9787, -1.3713, 0.5447], [-0.1100, 0.6646, 0.2116], [0.5601, 4.5534, 1.0511], [0.0889, -3.4239, -0.5933], [1.4965, -0.2162, -3.1801], [-0.1696, -0.1677, 0.7827], [-1.9173, 0.6098, 0.9892], [-0.1909, 0.0298, 0.0684], [0.3476, -0.6184, 0.1513], [-0.0689, 2.1775, -0.6028], [1.3237, -0.3423, -0.6327], [-0.0881, 0.9715, -0.0873], [0.3680, -1.9133, 0.4779], [-0.0783, 0.0260, 0.0019], [-0.2581, -0.0251, 0.1733], [-0.0861, -0.3968, 0.1225], [0.1672, -0.1975, -0.0793], [0.2401, 0.1136, -0.1344], [1.8331, 0.6872, 0.6326], [-1.4135, -0.3029, -1.0484], [-0.0892, 0.1356, -0.3746], [-1.9964, -0.8209, -0.6992], [1.2219, 0.0269, 1.3125], [-0.1825, -0.0729, -0.3412], [0.0701, 0.0748, -0.1026], [0.3606, 0.1246, 0.1538], [0.0447, -0.1185, 0.2326], [-0.1222, -0.1515, 0.0657], [0.3763, -0.0808, -0.1522], [0.0558, 0.0677, 0.1221], [-0.1308, -0.0456, -0.2680], [-0.0232, 0.3476, 0.4669], [0.1647, -0.2616, -0.1732], [0.1422, -0.1170, -0.0813], [0.0120, 0.0742, 0.2260], [-0.4024, 0.3150, 0.1721], [-0.3513, 0.0094, -0.2551], [0.2618, -0.1379, -0.4562], [0.2306, -0.1169, -0.0379], [-0.3010, 0.1327, 0.0208], [-0.3906, 0.0346, 0.1407], [0.5819, -0.5247, -0.5541], [-0.4403, -0.6514, -0.4970], [-0.6317, -0.4676, -0.6885], [-1.0818, 0.3713, 0.0743], [0.2529, -0.2939, -0.1011], [0.7650, 1.7098, 1.0206], [-0.1104, -0.7220, 1.2455], [0.2166, -0.1257, -0.3069], [0.2325, 0.3218, 0.3181], [0.1899, -0.3085, -0.0489], [-0.2108, 0.1939, 0.2330], [0.4292, -0.0311, 0.1627], [-0.2514, -0.0086, 0.0925], [-0.2420, 0.0656, -0.4063], [0.2835, 0.1936, 0.6355]]
}

[4]
{
  "formula": "C3H5NO",
  "method": "ωB97M-V/def2-TZVPD",
  "lumo_energy_ev": 0.89,
  "smiles": "O=C1CNC1",
  "orbital_gap_ev": 10.276,
  "e_homo_ha": -0.3450,
  "de_lowest_kcal_mol": 36.3,
  "spin_multiplicity": 1,
  "symbols": ["O", "C", "C", "N", "C", "H", "H", "H", "H", "H"],
  "coordinates": [[-2.247, 0.043, 0.013], [-1.022, 0.098, -0.014], [-0.033, -1.068, 0.071], [1.069, -0.083, 0.129], [0.133, 1.077, 0.060], [-0.189, -1.652, 0.991], [0.002, -1.704, -0.841], [1.796, -0.210, -0.594], [0.337, 1.798, -0.809], [0.155, 1.702, 0.994]],
  "forces_ev_per_a": [[2.6155, 1.0770, -0.2402], [-2.7144, -1.7565, 0.3569], [0.0996, -0.0058, -0.6798], [0.4540, -0.0901, 0.1742], [1.3326, 1.7299, -0.6935], [0.2096, -0.0121, -0.3795], [-0.2580, 0.1657, 0.6672], [-0.9331, 0.5142, 0.5322], [-0.6390, -1.0263, 1.0137], [-0.1668, -0.5960, -0.7512]]
}

no.,strongest force on any atom (eV/A)
1,0.47
2,0.80
3,4.71
4,3.25